(1)
This record from the OMol25 dataset describes CH2O4Yb as an isolated structure at a distorted geometry. The level of theory is ωB97M-V/def2-TZVPD.

Last column: Mulliken charge in e.
Positions of all 8 atoms, in Å:
Yb  0.3053  0.6575  1.4116  1.359
O  -0.5679  1.3980  -0.4709  -0.621
O  1.5465  -1.2183  1.1366  -0.617
O  -2.2321  0.1440  -1.3291  -0.186
O  -1.8836  0.3235  0.8830  -0.620
C  -1.6855  0.7060  -0.3594  0.957
H  1.2585  -1.9625  0.5242  0.374
H  2.4536  -1.3589  1.4303  0.355

Values from the calculation:
LUMO (alpha / beta) (eV): -5.1 / -7.2
Relative energy (zero: lowest compared OMol25 entry of this formula, charge and spin) (kJ/mol): 0.0
2S+1: 2
HOMO energy (alpha / beta) (Eh): -0.4941 / -0.4871
Orbital gap (alpha / beta) (eV): 8.31 / 6.08
Net charge: +1
Expectation value of S²: 0.758


(2)
This record from the OMol25 dataset describes one molecule with the formula CH2OS2 at a distorted geometry. The level of theory is ωB97M-V/def2-TZVPD.

Last column: Mulliken charge in e.
Positions of all 6 atoms, in Å:
S  2.0076  0.5247  -0.8328  0.321
S  1.4049  -1.4363  -0.9240  -0.023
O  3.2937  0.6814  0.5294  -0.550
C  0.4239  -0.0945  -0.2317  -0.354
H  -0.4226  0.1951  -0.8448  0.293
H  0.2456  -0.1000  0.8336  0.313

Values from the calculation:
LUMO (eV): -0.5
Relative energy (zero: lowest compared OMol25 entry of this formula, charge and spin) (kJ/mol): 323.5
HOMO energy (Eh): -0.3526
Orbital gap (eV): 9.14
Net charge: 0


(3)
This record from the OMol25 dataset describes a 2-piece molecular cluster, CH2P2S overall at a distorted geometry. The level of theory is ωB97M-V/def2-TZVPD.

Last column: Mulliken charge in e.
Positions of all 6 atoms, in Å:
S  -3.0092  -0.1504  -1.1770  -0.200
P  3.0469  -0.7774  0.3052  -0.248
P  -1.6928  -1.6763  -0.9397  0.034
C  2.4902  0.6377  0.6574  -0.121
H  2.2015  1.4547  1.2082  0.373
H  -3.0367  0.5117  -0.0540  0.163

Values from the calculation:
LUMO (alpha / beta) (eV): -1.3 / -1.3
Relative energy (zero: lowest compared OMol25 entry of this formula, charge and spin) (kJ/mol): 221.3
HOMO energy (alpha / beta) (Eh): -0.2967 / -0.2968
Orbital gap (alpha / beta) (eV): 6.82 / 6.82
Net charge: 0


(4)
This record from the OMol25 dataset describes a 2-piece molecular cluster, CH2P2S overall at a distorted geometry. The level of theory is ωB97M-V/def2-TZVPD.

Last column: Mulliken charge in e.
Positions of all 6 atoms, in Å:
S  3.6110  0.8434  0.2313  -0.136
P  0.6153  0.8207  0.5061  -0.038
P  3.4397  -1.0496  0.0104  0.151
C  0.0722  -0.5827  -0.0734  -0.315
H  -0.5923  1.4997  0.7755  0.051
H  0.6036  -1.4582  -0.4025  0.287

Values from the calculation:
LUMO (alpha / beta) (eV): -1.5 / -1.7
Relative energy (zero: lowest compared OMol25 entry of this formula, charge and spin) (kJ/mol): 286.9
HOMO energy (alpha / beta) (Eh): -0.3091 / -0.2841
Orbital gap (alpha / beta) (eV): 6.92 / 6.01
Net charge: 0


(5)
This record from the OMol25 dataset describes one molecule with the formula CH2S3 at a distorted geometry. The level of theory is ωB97M-V/def2-TZVPD.

Last column: Mulliken charge in e.
Positions of all 6 atoms, in Å:
S  2.6079  0.6652  0.0928  -0.153
S  -1.8398  -0.2566  -0.3742  -0.194
S  -0.1144  -1.2106  -0.5111  -0.079
C  1.0667  0.5763  -0.1412  -0.074
H  0.3355  1.2096  0.2175  0.310
H  -2.0558  -0.9840  0.7162  0.190

Values from the calculation:
LUMO (eV): -0.8
Relative energy (zero: lowest compared OMol25 entry of this formula, charge and spin) (kJ/mol): 161.2
SMILES: S=CSS
HOMO energy (Eh): -0.3168
Orbital gap (eV): 7.84
Net charge: 0


(6)
This record from the OMol25 dataset describes one molecule with the formula CH2S3. The level of theory is ωB97M-V/def2-TZVPD.

Last column: Mulliken charge in e.
Positions of all 6 atoms, in Å:
S  0.0251  -0.7988  -2.1989  -0.256
S  -1.4215  -0.5300  0.3031  -0.052
S  1.3843  0.6589  -0.0598  -0.069
C  -0.0134  -0.2435  -0.6720  0.179
H  1.0164  0.7757  1.2353  0.102
H  -0.9909  0.1377  1.3924  0.096

Values from the calculation:
LUMO (eV): -0.4
Relative energy (zero: lowest compared OMol25 entry of this formula, charge and spin) (kJ/mol): 31.8
SMILES: S=C(S)S
HOMO energy (Eh): -0.3322
Orbital gap (eV): 8.66
Net charge: 0


(7)
This record from the OMol25 dataset describes one molecule with the formula CH2S4 at a distorted geometry. The level of theory is ωB97M-V/def2-TZVPD.

Last column: Mulliken charge in e.
Positions of all 7 atoms, in Å:
S  -1.4990  0.5836  1.2621  -0.069
S  -1.8584  0.3950  -0.7356  -0.112
S  0.0521  -1.8540  0.4378  -0.125
S  1.1722  0.9799  -0.1496  -0.187
C  -0.3175  -0.0128  0.2020  0.183
H  1.1113  1.4978  -1.3740  0.158
H  1.3393  -1.5895  0.3572  0.151

Values from the calculation:
LUMO (eV): -0.1
Relative energy (zero: lowest compared OMol25 entry of this formula, charge and spin) (kJ/mol): 60.8
SMILES: SC1(S)SS1
HOMO energy (Eh): -0.3136
Orbital gap (eV): 8.41
Net charge: 0


(8)
This record from the OMol25 dataset describes a 15-piece molecular cluster, CH30NO16 overall at a distorted geometry. The level of theory is ωB97M-V/def2-TZVPD.

Last column: Mulliken charge in e.
Positions of all 48 atoms, in Å:
O  -0.9767  0.6070  -1.1410  -0.909
O  -0.3747  -2.7220  -1.5200  -0.705
O  4.5153  0.1300  -0.3770  -0.667
O  -3.1147  0.7760  0.8540  -0.767
O  -1.9167  1.8210  -3.1760  -0.722
O  -0.1527  3.1470  -0.6820  -0.748
O  -2.8687  -0.5090  3.2120  -0.795
O  -0.3757  0.2790  2.6720  -0.811
O  2.3833  -1.9150  -0.8100  -0.781
O  0.5073  -2.7930  1.7360  -0.692
O  -3.1257  -1.1260  -1.6900  -0.676
O  -1.0157  -1.1340  0.3890  0.909
O  2.6303  0.4070  1.8220  -0.745
O  -3.1707  -2.3030  1.2460  -0.831
O  1.0553  1.0580  -2.7750  -0.691
O  0.9253  0.0170  -0.0990  0.331
N  2.7843  2.4270  -0.4320  -0.144
C  -0.3057  -0.1460  -0.3420  -0.269
H  -3.1927  -1.2270  2.6590  0.404
H  -0.0427  -2.1540  1.2380  0.399
H  -0.4797  1.2070  2.4530  0.464
H  -1.9497  -0.4830  3.1580  0.333
H  -3.0167  0.3300  1.6940  0.570
H  -0.0117  -2.8290  2.4820  0.358
H  -2.3797  -1.8880  0.9270  0.336
H  0.9883  0.4140  -3.4520  0.299
H  0.4013  0.8030  -2.0540  0.059
H  -0.5957  -2.2540  -0.7440  0.125
H  0.3733  -2.2460  -1.8680  0.245
H  -1.5097  1.2340  -2.5310  0.448
H  3.6953  -0.2130  -0.1420  0.265
H  -2.1187  2.6560  -2.8020  0.253
H  3.5363  2.4280  0.1610  0.328
H  -3.5767  -0.5260  -2.2900  0.285
H  1.9143  2.0480  -0.0500  -0.088
H  -3.6407  -2.6070  0.4150  0.282
H  2.6063  3.4040  -0.7290  0.406
H  -0.5097  -0.0770  1.8050  0.038
H  0.0043  3.0870  0.2590  0.363
H  1.7953  -1.2290  -0.4420  0.160
H  1.8013  0.3440  1.3860  0.209
H  -0.4907  2.2910  -0.9320  0.276
H  3.0523  1.7970  -1.2160  0.383
H  4.8643  0.4080  0.4740  0.324
H  2.8413  -0.4550  2.1710  0.349
H  -2.2607  0.5290  0.4560  0.081
H  2.9143  -2.2010  -0.0850  0.309
H  -2.4157  -0.6140  -1.2870  0.447

Values from the calculation:
LUMO (eV): 1.6
Relative energy (zero: lowest compared OMol25 entry of this formula, charge and spin) (kJ/mol): 0.0
HOMO energy (Eh): -0.2469
Orbital gap (eV): 8.34
Net charge: -1


(9)
This record from the OMol25 dataset describes CH35HfO17 as an isolated structure at a distorted geometry. The level of theory is ωB97M-V/def2-TZVPD.

Last column: Mulliken charge in e.
Positions of all 54 atoms, in Å:
Hf  22.5270  1.7550  11.6310  1.412
O  21.2440  1.8040  16.7740  -0.614
O  19.5570  -0.4870  13.7400  -0.623
O  20.5380  0.9890  11.7760  -0.549
O  20.2170  -3.2290  13.9520  -0.582
O  26.5740  0.7860  14.5990  -0.704
O  24.2880  0.7610  16.4200  -0.636
O  24.7820  -2.3040  16.7490  -0.694
O  19.3160  -0.4200  16.5860  -0.614
O  21.3210  -2.1750  16.8580  -0.613
O  22.5470  -0.3900  10.7110  -0.455
O  22.3260  -3.0460  12.1150  -0.723
O  22.8810  0.6320  13.2080  0.396
O  26.3090  -1.8960  14.4560  -0.689
O  21.6310  2.9250  13.6720  -0.590
O  24.7610  -1.7170  12.1890  -0.665
O  22.8200  -3.4830  15.0410  -0.698
O  24.7050  0.9790  11.3540  -0.593
C  22.6520  -0.2350  14.2320  0.007
H  23.7730  -3.3300  14.9070  0.454
H  26.6430  -1.0210  14.5120  0.498
H  19.6550  1.1940  11.3400  0.447
H  21.7630  -2.3210  16.0350  0.325
H  22.2620  -1.1300  13.8550  0.129
H  24.2470  1.4630  17.0700  0.317
H  20.8350  2.6730  14.1440  0.297
H  20.6310  -3.3470  13.1150  0.331
H  19.3830  -1.4110  13.7540  0.254
H  21.5480  1.0640  17.3450  0.317
H  20.1700  -0.6100  16.2120  0.251
H  25.0170  0.1020  11.6440  0.347
H  25.7730  -2.0200  15.2340  0.332
H  20.5980  1.4420  16.1570  0.366
H  18.8090  -0.3220  14.3330  0.338
H  23.5910  0.9300  15.8070  0.289
H  25.7290  0.8040  15.1270  0.323
H  24.6650  -1.3250  16.5760  0.186
H  19.3360  -3.5040  13.7720  0.342
H  25.0720  1.0470  10.4110  0.444
H  21.7370  -0.9770  10.6850  0.348
H  23.9150  -2.0460  12.4770  0.133
H  23.3360  -0.8570  10.5680  0.331
H  22.4700  -3.0790  14.2490  0.049
H  21.9100  -1.5500  17.3210  0.312
H  24.5970  -2.3590  17.6590  0.340
H  23.5740  -0.5810  14.6370  0.312
H  20.1480  0.4870  12.5160  0.321
H  26.8420  1.6810  14.4790  0.321
H  25.3500  -1.8110  12.9140  0.558
H  22.9360  -3.7940  12.0960  0.349
H  22.1130  -2.8230  11.2000  0.207
H  22.0270  0.3820  14.8730  0.340
H  22.3170  3.2200  14.3090  0.365
H  19.5250  -0.6180  17.4990  0.356

Values from the calculation:
LUMO (eV): -13.3
Relative energy (zero: lowest compared OMol25 entry of this formula, charge and spin) (kJ/mol): 298.0
HOMO energy (Eh): -0.6805
Orbital gap (eV): 5.25
Net charge: +3


(10)
This record from the OMol25 dataset describes a 18-piece molecular cluster, CH38O19 overall at a distorted geometry. The level of theory is ωB97M-V/def2-TZVPD.

Last column: Mulliken charge in e.
Positions of all 58 atoms, in Å:
O  -3.0919  0.3680  2.8445  -0.734
O  2.1662  0.5799  3.4926  -0.636
O  -3.1177  0.5816  -1.3886  -0.723
O  0.6876  0.5418  -0.2338  0.463
O  -2.2703  3.3368  -1.4534  -0.705
O  1.0450  -0.9492  1.4259  -0.673
O  2.3001  -1.5607  -3.5492  -0.539
O  -0.4367  -1.4290  -2.6245  -0.528
O  -0.5329  1.7679  -2.7611  -0.615
O  2.9079  -2.3449  0.0881  -0.742
O  2.5455  3.8827  1.0989  -0.639
O  2.2456  2.3070  -1.5883  -0.560
O  1.1295  -4.4643  -0.1393  -0.648
O  0.2235  2.7637  1.0677  -0.886
O  3.9452  -0.3549  -1.5999  -0.623
O  -1.6968  -3.2996  0.1448  -0.648
O  -3.9019  -1.5201  0.6335  -0.652
O  -1.4845  -1.6060  3.1842  -0.689
O  -2.3277  1.8469  0.8488  -0.802
C  0.1386  -0.4444  0.5776  -0.082
H  2.5119  -3.2056  -0.1811  0.338
H  4.2630  -0.6110  -2.5157  0.272
H  -3.9539  -0.0468  2.7281  0.400
H  0.0539  3.2876  0.1144  0.494
H  -2.8308  1.0326  -0.5668  0.481
H  -3.2538  -0.8292  0.2542  0.376
H  0.3038  1.9200  0.6670  0.297
H  -4.6969  -1.3217  0.1021  0.314
H  -0.9927  2.5620  -2.7913  0.313
H  -1.5850  2.4068  1.1012  0.379
H  2.9792  1.8371  -1.8687  0.220
H  -0.7265  0.0139  1.0924  0.152
H  1.6640  1.0008  4.2731  0.312
H  -2.4780  -3.4664  0.6980  0.275
H  1.4498  0.2612  -0.7424  0.092
H  -2.5799  -0.4525  2.5989  0.352
H  2.0353  -2.3677  -3.0955  0.281
H  -0.7204  -1.2670  3.6539  0.386
H  1.5772  -0.2885  1.8942  0.340
H  1.5068  -1.2981  -3.9514  0.263
H  2.4023  3.0469  1.3230  0.284
H  -0.9625  -1.5977  -1.8981  0.105
H  0.8290  -4.9072  0.7374  0.327
H  -2.9326  2.9491  -2.0706  0.329
H  -1.9390  -3.0238  -0.8637  0.356
H  2.2028  -1.6535  0.4050  0.367
H  3.8902  -1.2636  -1.1266  0.348
H  2.4027  2.6763  -0.7569  0.359
H  1.7333  4.1802  1.4557  0.326
H  0.2419  2.0287  -2.1251  0.240
H  -0.6687  -0.6126  -2.9748  0.298
H  -2.7737  1.6616  1.7158  0.300
H  -0.0768  -1.4603  0.1146  0.208
H  -2.3856  0.6484  -1.9427  0.309
H  2.7598  -0.0741  3.8339  0.276
H  0.4349  -4.0767  -0.5034  0.288
H  -0.8478  -1.6938  2.3865  0.276
H  -2.3532  3.0919  -0.5680  0.327

Values from the calculation:
LUMO (eV): -0.2
Relative energy (zero: lowest compared OMol25 entry of this formula, charge and spin) (kJ/mol): 302.0
HOMO energy (Eh): -0.3783
Orbital gap (eV): 10.06
Net charge: 0